Computed, not measured: a molecular structure, C27H77AsF6O11 in a non-equilibrium geometry, with ωB97M-V/def2-TZVPD.

Frontier orbital gap   7.1 eV
Strongest force on any atom   2.923 eV/A
HOMO   -9.5 eV

XYZ file:
```
122
Properties=species:S:1:pos:R:3:forces:R:3
H 5.218697 -5.864615 -5.209715 -0.08 0.07 -0.02
H -4.540473 2.700143 -1.819682 0.08 -0.49 0.33
H -5.811089 3.779858 -2.071265 -0.19 0.16 -0.35
H 7.833547 -1.176623 3.298788 0.27 0.22 0.14
H 3.030898 -4.815697 -2.830237 -0.22 -0.26 0.27
As -0.026735 0.164185 0.057537 -0.21 0.02 -1.46
H 3.006925 1.526213 -4.567156 -0.12 -0.36 0.06
H 5.483747 -3.911305 -1.720982 0.17 -0.13 0.48
H -3.475519 1.884001 5.708590 -0.04 -0.16 0.06
F -1.836026 -0.108518 0.247367 2.17 0.32 -0.11
H 6.928939 -4.552650 -2.521456 -0.04 -0.04 0.02
H 0.679978 8.457546 1.304779 -0.23 -0.17 -0.06
O 5.021377 0.358455 2.495803 -0.17 -0.03 -0.30
H -7.969212 3.951804 -0.530729 0.43 0.33 0.21
C -0.943968 5.576305 -3.188236 -0.67 0.17 1.02
C -5.623914 2.765268 -1.719603 0.11 1.98 -0.07
H 3.809091 -6.441741 -2.744962 0.32 0.26 0.39
H 3.558252 -4.672882 6.528177 0.47 -0.13 -0.01
H 1.426946 5.970270 1.431904 1.47 0.76 0.35
C -3.393512 -2.801484 -3.637937 0.14 0.62 -0.28
H -1.363549 7.737192 -2.752962 0.45 -0.02 -0.03
H -4.287416 -6.069412 -2.832126 0.43 -0.04 0.20
C -3.302329 -4.095796 -2.862567 -2.10 -0.35 -0.40
C 3.683155 3.689036 -6.120047 -0.88 -0.02 -0.68
H 5.625104 -1.572866 2.219366 0.16 -0.28 -0.12
H -8.055722 2.783374 0.786116 0.18 0.01 0.08
C -2.490199 4.283975 5.845410 0.63 -0.42 -0.43
H 4.131371 -5.826781 5.226314 0.18 0.28 0.15
F 0.209721 -0.275834 1.768193 -0.10 -0.01 -1.01
H 3.760364 -5.050011 2.811392 -0.04 0.12 -0.02
H -0.469596 5.207009 1.494481 0.17 -0.09 0.04
C -1.889290 6.797588 -2.922809 0.04 -0.88 -2.12
H 4.002874 0.779792 -5.846373 0.26 0.28 -0.01
H -6.110144 2.072509 -2.406452 -0.07 -0.12 0.34
C 2.763668 2.509969 -6.482548 -0.37 -1.54 0.10
H 0.252168 8.449070 3.010630 0.13 -0.15 0.10
C 6.064195 -0.575472 2.241760 -0.11 0.19 1.67
H -3.491571 -6.052938 1.092846 -0.11 -0.19 -0.28
C -2.835596 -5.406497 3.042566 1.85 -0.68 -2.00
C -4.051593 -5.253525 -3.515365 -0.66 -0.39 -0.18
C 3.043505 1.244836 -5.619576 -0.35 0.82 -0.64
H -3.678639 -3.935750 -1.852185 -0.53 0.06 0.15
H 1.707896 2.760127 -6.378220 0.12 0.38 0.64
C 0.943636 8.037481 2.275408 0.23 -1.14 -0.64
H 2.613388 -3.696630 2.518887 0.48 0.14 -0.35
O -2.746079 6.566868 -1.828493 0.29 -0.25 0.23
H 0.745595 0.220418 6.729067 0.57 -0.26 0.85
O -1.980828 -4.463096 -2.730163 1.45 -0.36 0.22
H -5.028012 -5.007634 -3.932777 -0.07 0.63 0.15
C 3.697248 -5.524080 -3.322450 -0.13 0.82 0.14
C 2.824229 -4.582936 3.117319 -0.09 0.90 -0.52
H 1.056124 5.993115 3.165217 0.10 0.18 0.26
H -1.786861 4.160841 6.668980 0.42 -0.36 -0.19
H -1.586645 -3.894170 2.082755 -0.09 -0.26 -0.29
H -2.488501 -2.255209 -3.372164 0.00 0.34 -0.30
H -4.224722 -2.132247 -3.415885 -0.23 -0.32 0.29
H -3.140713 -7.415496 2.132706 0.05 -0.02 0.18
H -3.773041 -5.350036 3.595850 0.00 -0.71 0.22
H 0.755968 -0.637637 5.377011 0.41 -1.24 -0.58
H -2.248246 7.383023 -5.022284 0.09 -0.08 0.08
O -0.428078 6.135447 1.735024 -1.84 0.37 0.37
H 4.429508 0.259218 1.746509 -0.47 0.34 -0.03
C -2.794849 -6.422629 1.845185 -1.64 1.04 0.12
H -3.326604 -3.508867 2.036620 -0.03 -0.32 -0.22
H -2.123734 6.391008 -1.119025 -0.30 -0.11 0.62
C 7.042931 -0.438685 3.434660 -0.08 -0.01 -1.14
H 3.658718 3.898937 -5.050721 0.03 -0.34 0.06
H 6.514224 -0.355796 1.273614 0.40 -0.08 0.09
H -3.442642 4.239400 6.373586 -0.35 0.10 -0.52
H -3.587168 7.654966 -3.890052 -0.03 0.16 -0.15
F 1.780328 0.293855 -0.161681 -1.88 0.18 0.66
H 3.538988 -3.241658 4.616080 -0.26 0.20 0.07
H -5.155066 1.023027 0.033697 0.21 0.23 -0.12
H -3.419467 -2.959864 -4.716054 0.26 -0.12 -0.05
C -7.660154 2.955376 -0.214902 -0.34 0.53 -0.19
C -6.150441 2.686906 -0.285257 -0.82 -0.10 -1.57
H 6.612295 -0.574504 4.426736 -0.45 -0.25 -0.26
H -0.352030 5.333471 -2.305776 0.59 0.44 -0.02
O 0.621921 0.224668 5.777078 0.13 0.76 0.02
H -0.335372 5.636910 -4.090475 0.05 0.28 0.17
H -1.822704 -6.517685 1.361456 0.09 0.33 0.42
C -2.535174 -3.990230 2.611113 0.26 0.71 0.12
F -0.224456 1.858369 0.559437 0.32 -1.07 0.03
H 2.487238 -5.826407 5.857565 -0.13 -0.14 -0.32
F 0.136671 -1.492353 -0.591173 -0.33 1.08 1.04
H -2.286918 5.285739 5.466962 -0.35 -0.03 -0.24
H 7.421615 0.583348 3.422248 0.34 -0.11 -0.05
H 4.715374 3.535631 -6.434818 0.02 -0.07 -0.01
C 5.886809 -4.757978 -2.276682 -0.81 0.86 -1.02
H 3.278298 4.587931 -6.585003 0.28 0.09 -0.24
O 1.557445 -3.702888 4.953984 -0.39 1.14 0.20
H 5.801818 -5.688883 -1.716066 -0.01 0.09 -0.07
H -3.129275 3.225982 4.009585 0.35 0.32 -0.29
H -3.525812 -5.674803 -4.372206 0.46 0.11 0.13
H 2.293412 0.506338 -5.902557 -0.10 0.01 0.43
H 0.989896 -4.428613 4.684148 -0.43 -0.03 0.00
H -5.618633 3.306285 0.437000 0.17 0.39 -0.19
C 5.043398 -4.804422 -3.581475 -0.28 -1.67 0.69
H 3.168524 -5.885635 -4.204395 0.20 0.46 -0.50
H -1.348007 3.121708 4.320916 -0.19 0.06 -0.08
H 3.646203 1.954472 -8.098156 0.15 -0.22 -0.48
F -0.244229 0.745267 -1.606782 0.02 -0.50 1.17
H -0.290335 0.494022 5.647308 -1.46 0.65 -0.73
H -3.255636 6.030072 -4.437249 0.13 -0.08 -0.02
H -2.408452 -3.349745 3.483934 -0.08 -0.09 0.31
O 5.771984 -5.600685 -4.470928 1.20 -0.80 -0.85
H -1.539042 4.664856 -3.245321 -0.43 0.12 -0.41
C -2.344318 3.150632 4.762086 -0.76 0.88 1.74
O -1.685452 -5.827991 3.797299 -0.38 0.43 1.35
H -8.243320 2.326802 -0.887884 0.40 -0.48 -0.05
H 1.987434 -5.204925 2.799526 -0.05 -0.57 0.74
C 0.855528 6.477227 2.209448 -0.06 0.32 -0.87
C -2.782199 6.973353 -4.164872 -0.20 0.25 0.70
H 4.934755 -3.831652 -4.061065 -0.33 0.34 0.47
H 1.961520 8.389944 2.442121 0.00 -0.18 0.41
O 2.719433 2.073631 -7.877912 0.95 0.96 0.78
O -6.053418 1.360609 0.058007 -0.08 -2.46 1.58
O -2.553104 1.905345 5.443449 0.72 -0.59 -0.05
H -1.962518 -6.598860 4.297921 0.19 -0.18 0.09
H -1.637507 -3.723846 -2.222977 0.90 -0.13 0.12
C 2.851377 -4.085188 4.554905 0.70 -2.58 0.67
C 3.329604 -5.186667 5.594443 -0.60 0.93 -0.59
```
Forces are in eV/Å.

---

Computed, not measured: C4H7NO2 in the gas phase, with ωB97M-V/def2-TZVPD.

Frontier orbital gap   10.8 eV
Strongest force on any atom   0.764 eV/A
HOMO   -10.2 eV

XYZ file:
```
14
Properties=species:S:1:pos:R:3:forces:R:3
C -0.375138 0.290115 -0.652708 0.26 0.13 -0.12
O -1.522103 -0.104018 0.079623 -0.15 -0.22 -0.10
H -0.709071 2.309181 0.010032 0.11 -0.09 -0.02
H 0.917186 2.020201 -0.649743 -0.11 -0.07 0.10
H -1.880925 -0.910322 -0.314264 -0.02 0.14 0.07
C 0.692902 -0.814216 -0.612694 -0.05 0.04 -0.21
H 0.491175 1.426038 0.972049 -0.06 0.02 -0.12
O -0.287804 -1.500801 2.756964 0.32 0.08 -0.69
C 0.113785 1.591418 -0.042088 0.02 0.04 0.02
C 0.234605 -1.371688 1.713520 0.07 -0.08 0.21
H 0.399858 -1.647834 -1.265673 0.01 0.10 0.11
H -0.634596 0.460435 -1.709942 0.04 -0.04 0.15
H 1.640650 -0.426661 -1.000808 -0.15 -0.04 0.03
N 0.919476 -1.321849 0.715731 -0.28 0.00 0.58
```
Forces are in eV/Å.

---

Computed, not measured: 2 unconnected molecules or ions with the total composition C5H11NO in a non-equilibrium geometry, with ωB97M-V/def2-TZVPD.

Frontier orbital gap   10.4 eV
Strongest force on any atom   7.465 eV/A
HOMO   -9.7 eV

XYZ file:
```
18
Properties=species:S:1:pos:R:3:forces:R:3
H -1.379230 -1.679972 -2.424412 2.06 1.12 1.16
H 1.972471 1.643515 1.079093 0.85 3.48 -2.17
H 0.435611 -1.678582 -2.815471 -1.25 0.57 2.26
H -0.768033 -1.002530 2.329611 -1.19 0.07 -1.13
C -0.959670 -1.763168 1.535274 0.77 -3.41 1.84
N -1.241809 -1.575486 0.146627 3.09 1.76 0.13
H -1.597372 -2.624569 1.728288 -0.80 0.59 1.50
H 2.695492 3.337722 -0.372721 -1.96 -2.16 3.19
C -0.348461 -1.201804 -2.061074 0.36 -0.16 -2.09
H -0.033483 4.262467 0.091340 2.79 -3.11 1.97
H -2.163448 -1.550270 -0.326862 1.33 -0.09 0.77
H -0.292412 -0.125391 -2.438258 -0.40 -1.21 0.84
O 1.138564 -0.896519 -0.000750 -6.87 -2.30 -1.81
H 0.030979 2.408083 1.197535 0.74 2.91 -0.91
H 0.002004 -2.368937 1.647535 -0.73 1.07 -0.75
C 1.920246 2.770517 0.499116 -0.76 0.31 -1.27
C -0.072346 -1.247422 -0.482888 3.64 2.04 -2.67
C 0.660900 3.292347 0.668017 -1.69 -1.48 -0.86
```
Forces are in eV/Å.

---

Computed, not measured: a molecular structure, C15H14BrNO2Y in a non-equilibrium geometry, with ωB97M-V/def2-TZVPD.

Total charge   -1
Frontier orbital gap   5.2 eV
Strongest force on any atom   2.839 eV/A
HOMO   -2.6 eV

XYZ file:
```
34
Properties=species:S:1:pos:R:3:forces:R:3
Br -3.770180 -0.641225 -0.615813 -0.19 0.03 0.11
H 3.550568 1.901450 -1.297074 -0.20 -0.27 0.18
O -0.835363 -0.821803 0.719866 -1.18 1.98 0.63
C 3.394667 1.063051 -0.619557 0.55 -0.61 0.81
H -1.432009 1.972049 2.930110 -0.32 0.03 -0.01
H 2.737150 2.062668 1.289770 -0.01 -0.35 -0.21
H 1.104017 0.370183 -3.521155 -0.02 -0.56 0.37
H -5.851986 0.465849 1.207318 0.16 0.14 0.07
H 1.724368 -3.140318 -1.463333 -0.31 -0.15 -0.22
C 3.669267 -0.310403 -0.911200 0.18 0.35 0.76
C 2.973015 1.144331 0.748781 0.50 -0.25 -0.18
H -0.038360 -2.632858 -1.327721 0.19 -0.06 -0.25
N 0.970050 -0.169505 -2.662597 -0.66 0.86 0.68
C 1.534741 -2.056944 -4.016806 -0.15 0.16 1.47
H 1.733863 -3.122891 -4.072127 -0.10 0.15 -0.33
H -5.753405 1.984526 3.185662 0.20 -0.13 -0.10
C -2.420573 1.661683 2.591814 -0.20 -0.34 -0.17
C 3.382137 -1.081164 0.257009 0.63 0.64 0.09
H 2.722867 -0.454072 2.321277 -0.01 0.10 -0.42
Y 1.110286 -0.144430 -0.440728 -0.79 -1.03 -1.60
C 0.993378 -2.337405 -1.561431 0.10 0.82 1.16
C 2.963071 -0.181485 1.290976 0.63 0.20 -0.30
H -3.537511 2.757378 4.065413 -0.11 -0.19 -0.29
H 1.646912 -1.383141 -4.860791 0.20 -0.22 -0.16
C -3.595105 2.091286 3.201580 -0.04 -0.15 0.02
O -0.514246 1.354673 0.279139 -1.57 -1.08 1.17
C -4.830586 1.648469 2.714221 0.27 -0.10 -0.29
C -4.894397 0.804227 1.596270 0.25 0.09 0.06
H 4.048989 -0.697277 -1.858607 -0.42 0.09 0.31
C -1.230845 0.400133 0.800174 2.56 -0.36 -1.05
C -2.481503 0.787386 1.504492 -0.55 0.06 -0.59
C 1.155040 -1.523488 -2.789047 0.49 -0.75 -2.69
H 3.486849 -2.162994 0.350287 -0.11 0.47 -0.08
C -3.715165 0.392062 0.963826 0.03 0.44 1.05
```
Forces are in eV/Å.